Record 1
ORCA calculation (ωB97M-V/def2-TZVPD) on a gas-phase ion, C14H7F4O7S2 (charge -1).

XYZ file:
```
34
Properties=species:S:1:pos:R:3:forces:R:3:mulliken_charge:R:1
F -2.468513 1.728286 2.216630 1.2018 -0.5699 -0.1371 -0.271
C -1.289575 1.071609 2.305346 -1.3518 -0.8708 1.2615 -0.038
C -1.263202 -0.217137 2.751374 -0.5764 0.5331 -0.0656 0.182
F -2.403362 -0.902992 2.999634 0.5813 0.6416 -0.0188 -0.311
C -0.026445 -1.023790 2.865762 0.3103 -2.0486 -0.9034 0.263
O -0.017527 -2.257124 2.984514 -0.3698 2.1206 0.3779 -0.593
C 1.219762 -0.294590 2.595871 0.4983 0.4960 -0.0161 0.312
F 2.385699 -0.929773 2.847844 -0.8758 0.4865 -0.1098 -0.318
C 1.176903 0.923654 2.033818 0.8271 0.0057 -0.8470 0.104
F 2.304210 1.592356 1.727703 -1.2310 -0.9543 0.3321 -0.239
C -0.109746 1.610658 1.638444 0.3338 0.7294 3.9802 1.245
O 0.317067 3.027324 1.243137 -1.9152 -2.6158 1.0134 -0.501
C -0.576748 0.225022 -0.986274 0.6678 1.1744 0.4772 -0.829
O 0.355981 1.357057 -0.557028 -0.9578 -1.6968 -1.6668 -0.348
C -0.291300 2.124241 0.346757 0.8042 2.3606 -3.5742 -0.062
S 1.795549 3.665304 -0.765310 -3.5573 -1.6172 1.1462 1.260
O 2.649091 4.295184 0.228083 1.7057 1.4168 0.0039 -0.721
O 2.351919 2.888857 -1.857363 1.6710 0.4389 -1.7935 -0.737
C 0.736627 5.012987 -1.479615 0.9064 0.4950 -0.5097 0.464
C -0.641356 4.898699 -1.468098 1.1654 -0.3428 0.4590 0.021
C -1.414919 5.902713 -2.043393 -0.4505 -0.2071 0.2154 -0.710
C -0.802635 7.031539 -2.594626 -0.1643 -0.4916 0.1674 -0.572
C 0.582156 7.148961 -2.582816 0.1889 -0.2842 0.2010 -0.513
C 1.354237 6.133360 -2.021351 -0.6900 0.4291 -0.2899 -0.735
S -1.507528 3.344635 -0.794294 0.4958 0.4480 -0.7596 1.532
O -1.768455 2.625874 -2.035586 -0.1423 -0.1185 1.0464 -0.645
O -2.588935 3.845438 0.023604 0.0525 -0.3441 -0.0560 -0.686
H -0.594151 0.260686 -2.071556 0.0935 -0.0367 0.0985 0.285
H -0.201153 -0.726322 -0.606857 0.2243 0.1785 0.0187 0.280
H -1.605146 0.381824 -0.618736 0.4459 0.1250 -0.0715 0.387
H -2.495653 5.789015 -2.052219 0.0871 0.1509 -0.0085 0.388
H -1.420309 7.805531 -3.032552 -0.0033 -0.0121 0.0035 0.357
H 1.059808 8.022013 -3.008588 -0.0120 0.0643 -0.0202 0.362
H 2.434729 6.209808 -2.001840 0.0363 -0.0837 0.0452 0.388
```
Forces are in eV/Å.

Computed properties:
LUMO level: 1.18 eV
Total charge: -1
Multiplicity: 1
Max |F|: 4.36 eV Å⁻¹
Gap between HOMO and LUMO: 4.5 eV

***

Record 2
ORCA calculation (ωB97M-V/def2-TZVPD) on a molecular structure, C18H17Cl2HfN3O2.

XYZ file:
```
43
Properties=species:S:1:pos:R:3:forces:R:3:mulliken_charge:R:1
Hf -0.398078 -0.432338 0.136873 -0.3003 0.0427 0.1035 1.394
Cl 0.227754 3.705152 2.878930 -0.0042 0.0064 0.0038 -0.188
C 1.363985 3.087466 1.751337 0.0411 -0.0644 0.0644 0.412
C 2.573931 3.779107 1.518212 0.0362 -0.0095 -0.0329 -0.621
C 3.486537 3.303867 0.619890 -0.0325 0.0171 0.0276 0.565
Cl 4.953325 4.154173 0.356637 0.0050 0.0002 -0.0019 -0.181
C 3.228350 2.108225 -0.112534 0.0096 -0.0102 -0.0045 -0.023
C 4.082429 1.540333 -1.074012 -0.0105 -0.0059 -0.0038 -0.489
C 3.705958 0.391241 -1.732411 -0.0073 0.0143 0.0101 -1.089
C 2.478684 -0.195737 -1.440583 0.0156 0.0538 -0.0378 0.429
N 1.640627 0.298758 -0.527491 0.0393 0.1141 -0.0960 -0.239
C 2.017770 1.444554 0.139863 -0.0781 -0.0209 0.0422 0.469
C 1.096823 1.921117 1.092092 0.0420 -0.0133 -0.1468 0.122
O -0.026520 1.178785 1.239696 0.1291 -0.0594 0.1413 -0.770
H 2.771983 4.692205 2.061996 -0.0083 -0.0004 0.0044 0.472
H 5.029569 2.015881 -1.292701 -0.0001 -0.0008 0.0015 0.487
H 4.345529 -0.057958 -2.477762 -0.0071 -0.0067 -0.0012 0.439
H 2.158260 -1.088669 -1.961181 -0.0068 -0.0120 -0.0031 0.132
C -5.514074 0.685670 2.206161 0.0040 -0.0117 0.0149 -0.981
N -4.453349 0.044886 1.430988 -0.0047 0.0172 0.0015 -0.140
C -3.203562 0.457218 1.412535 0.0200 0.0581 -0.0135 0.577
N -2.799049 1.505993 2.108508 0.0145 -0.0489 -0.0362 -0.145
O -2.342971 -0.198041 0.680798 -0.0257 0.0393 -0.0868 -0.669
H -6.433122 0.130855 2.050385 -0.0032 0.0058 -0.0098 0.318
H -5.667768 1.712084 1.872880 -0.0083 -0.0012 -0.0021 0.357
H -5.279095 0.663268 3.270526 0.0025 -0.0009 -0.0013 0.354
H -4.668827 -0.760581 0.865567 0.0026 -0.0053 0.0050 0.289
H -3.431406 2.027211 2.692919 0.0050 0.0070 0.0032 0.217
H -1.820561 1.770048 2.072303 -0.0138 0.0213 0.0317 0.148
C -0.051411 -2.485199 0.813651 0.0133 0.0123 0.0196 -1.054
C 0.001257 -2.777751 -0.652599 0.0126 0.0135 0.0154 0.779
C 1.094337 -3.395391 -1.269232 0.0042 -0.0079 -0.0010 -0.620
C 1.168075 -3.489401 -2.649699 -0.0015 0.0035 -0.0039 -0.574
C 0.192336 -2.918420 -3.467426 -0.0004 -0.0021 0.0011 -0.492
C -0.895345 -2.288527 -2.894036 0.0081 -0.0033 -0.0047 -0.662
C -0.994338 -2.218044 -1.498762 0.0446 -0.1100 0.0626 -0.475
H 0.826337 -2.819239 1.359309 -0.0037 0.0036 0.0079 0.470
H -0.961654 -2.852323 1.294615 -0.0070 -0.0079 -0.0081 0.386
H 1.869448 -3.832685 -0.652327 -0.0002 0.0046 0.0003 0.426
H 2.002916 -4.010263 -3.101134 0.0003 -0.0002 0.0034 0.439
H 0.272433 -2.993052 -4.543020 0.0026 -0.0017 0.0004 0.451
H -1.687322 -1.888154 -3.513000 -0.0029 -0.0019 0.0027 0.486
H -1.960193 -1.916308 -1.066741 0.0744 -0.0277 -0.0732 0.793
```
Forces are in eV/Å.

Computed properties:
LUMO level: -7.23 eV
Total charge: +2
Energy above the lowest of the compared OMol25 structures with the same formula, charge and spin: 0.98 kJ/mol
Multiplicity: 1
Max |F|: 0.32 eV Å⁻¹
Gap between HOMO and LUMO: 7.0 eV

***

Record 3
ORCA calculation (ωB97M-V/def2-TZVPD) on a molecular structure, C48H63FN10O7P2Ti.

XYZ file:
```
132
Properties=species:S:1:pos:R:3:forces:R:3:mulliken_spin:R:1
Ti -0.154697 0.144276 -0.117274 -0.4791 0.6104 1.1565 0.810
O -1.114448 2.476611 -3.836693 -0.0635 0.0554 -0.0279 0.001
C -0.820748 1.623077 -2.873179 0.2418 0.0547 -0.0477 -0.011
O -1.524121 1.356922 -1.932651 -0.1475 0.0141 0.0665 0.015
C 0.488973 0.923188 -3.074976 -0.0848 0.2509 -0.2288 0.065
C 1.230253 0.998644 -4.248016 -0.3045 0.2122 -0.0070 -0.004
C 2.331510 0.183611 -4.391209 0.2971 -0.2073 -0.0372 0.015
C 2.643883 -0.701230 -3.364028 0.1713 -0.0459 -0.2765 -0.003
C 1.854437 -0.689634 -2.239096 0.1666 -0.4935 0.6735 0.085
N 0.811202 0.118761 -2.073370 0.1224 0.0873 -0.4578 -0.030
C 2.000960 -1.566230 -1.022768 0.0548 0.3336 -0.8711 -0.035
O 2.885412 -2.511473 -0.931434 0.2823 -0.2932 0.0035 0.002
O 1.231044 -1.368276 -0.102162 0.3038 -0.7137 0.2884 0.015
H -2.009364 2.829064 -3.695022 0.0096 -0.0024 -0.0042 0.000
H 0.921534 1.671429 -5.036710 -0.0071 -0.0176 0.0368 0.001
H 2.926529 0.216045 -5.295708 -0.0142 -0.0286 0.0668 0.000
H 3.485535 -1.377271 -3.457081 -0.0114 0.0489 -0.0460 0.000
H 3.427452 -2.636646 -1.724779 -0.0200 0.0284 0.0314 0.000
C -0.862623 -3.438333 -1.102696 0.0004 0.0731 0.0346 0.008
P -1.763411 -1.836305 -0.990229 -0.0699 -0.2562 -0.0690 -0.014
C -2.993906 -2.076762 0.358462 -0.0236 0.0462 0.1418 -0.004
N -4.205206 -2.416939 0.005428 0.1267 -0.0551 -0.2525 -0.001
C -5.172212 -2.490753 0.945790 0.0132 0.0226 0.1542 0.000
C -6.489508 -2.856264 0.586537 -0.0096 -0.0095 -0.0738 0.000
C -7.456351 -2.887111 1.547222 -0.0542 -0.0190 -0.0264 0.000
C -7.156292 -2.555750 2.892279 -0.0142 0.0069 0.0530 0.000
C -5.891367 -2.204906 3.263386 0.0027 0.0056 0.0521 0.000
C -4.868543 -2.174889 2.288915 -0.0566 -0.0400 -0.1602 0.000
N -3.601353 -1.864835 2.641337 0.1862 0.0368 0.1068 0.000
C -2.665957 -1.826218 1.731119 -0.0960 0.0021 -0.1408 -0.012
P -0.926481 -1.471277 2.244875 -0.0416 -0.1060 0.1308 -0.029
C -0.265569 -3.168020 2.486496 0.0501 0.0353 -0.0792 0.007
C -1.048504 -0.845941 4.025751 -0.0283 0.1067 0.0090 0.004
C -1.800215 -1.761836 5.006169 0.0189 -0.0554 -0.0615 -0.001
C -1.710110 0.536529 4.014203 0.0347 -0.0190 -0.0279 0.006
C 0.383759 -0.723981 4.560137 -0.0002 -0.0077 -0.0091 0.005
C -2.728084 -1.850686 -2.608159 -0.0427 0.1606 -0.0255 0.006
C -3.875307 -0.825045 -2.574531 0.0420 -0.0712 -0.0019 -0.002
C -1.750433 -1.459585 -3.727207 0.0332 0.0305 -0.0502 0.009
C -3.277648 -3.245923 -2.946124 0.0657 0.0549 0.0135 0.000
H -1.539855 -4.276814 -0.952300 -0.0484 0.0023 -0.0039 -0.001
H -0.059245 -3.497533 -0.373992 -0.0169 0.0193 -0.0056 0.000
H -0.429114 -3.534260 -2.100240 0.0171 0.0235 0.0079 0.000
H -6.698871 -3.102346 -0.447709 0.0093 0.0122 0.0567 0.000
H -8.469757 -3.166548 1.286741 0.0478 0.0113 0.0121 0.000
H -7.947020 -2.588840 3.631495 0.0354 0.0021 -0.0319 0.000
H -5.641884 -1.956356 4.287154 -0.0125 -0.0088 -0.0337 0.000
H -0.797933 -3.702507 3.270330 -0.0201 0.0276 0.0074 0.000
H 0.792817 -3.113762 2.748026 -0.0302 -0.0105 -0.0227 0.000
H -0.356951 -3.749206 1.571962 0.0035 0.0159 0.0110 0.000
H -2.871191 -1.744117 4.847112 0.0241 -0.0015 -0.0147 0.000
H -1.590392 -1.402632 6.017445 0.0007 0.0052 -0.0334 0.000
H -1.459334 -2.797209 4.961356 -0.0116 0.0541 0.0359 0.000
H -2.712789 0.504458 3.587910 0.0174 0.0041 0.0080 0.000
H -1.118988 1.258342 3.442616 0.0052 -0.0080 0.0259 -0.002
H -1.787082 0.902040 5.041772 0.0124 -0.0195 -0.0290 0.000
H 0.870989 -1.695963 4.665242 -0.0024 0.0289 -0.0141 0.000
H 0.345119 -0.270174 5.553309 -0.0004 -0.0290 -0.0132 0.000
H 1.003855 -0.084682 3.937933 -0.0395 -0.0404 0.0248 -0.001
H -3.575683 0.122073 -2.125409 0.0185 0.0124 -0.0105 0.002
H -4.725115 -1.209062 -2.018892 0.0046 -0.0044 0.0169 0.000
H -4.203194 -0.630067 -3.600396 0.0390 -0.0247 0.0392 0.000
H -1.504578 -0.398195 -3.704269 -0.1053 -0.2222 -0.0221 -0.002
H -2.230993 -1.653718 -4.688754 0.0111 -0.0149 0.0203 0.000
H -0.822391 -2.039951 -3.713089 -0.0080 0.0090 0.0098 0.000
H -3.886478 -3.652263 -2.144505 -0.0287 -0.0101 0.0446 0.000
H -2.480306 -3.950956 -3.191263 -0.0581 0.0273 0.0288 0.000
H -3.907271 -3.152754 -3.835894 0.0305 0.0090 0.0503 0.000
F 3.149622 5.937675 -1.995252 -0.0014 0.0877 0.0261 0.000
C 2.039500 5.901491 -1.231621 0.0758 -0.0219 -0.0557 0.001
C 1.472333 4.683265 -1.014384 0.0514 -0.0384 -0.0417 -0.001
C 0.323750 4.547862 -0.225427 0.0173 -0.0299 -0.0076 -0.005
C -0.253544 3.242578 0.043339 -0.0603 -0.0057 0.0516 0.014
O 0.343581 2.190430 -0.356171 -0.0987 0.3157 -0.0421 0.021
C -1.473576 3.253092 0.754344 0.2269 -0.2297 -0.1541 -0.011
C -1.987822 4.433566 1.214993 -0.0477 0.2509 0.0693 0.002
N -1.401209 5.626123 1.060869 -0.0663 -0.0149 0.0298 0.000
C -2.031434 6.816990 1.619185 0.0293 -0.0534 -0.0667 0.000
C -2.621386 6.741530 2.990826 -0.0275 -0.0296 0.0360 0.000
C -1.361865 7.520726 2.764626 0.0697 -0.0016 0.0264 0.000
C -0.238386 5.717041 0.307218 -0.0194 0.0190 0.0259 -0.001
C 0.358456 6.960074 0.068983 -0.0488 0.0811 0.0449 0.000
C 1.519440 7.096366 -0.678655 -0.0274 0.0253 0.0294 0.000
N 2.093344 8.358888 -0.870622 0.0526 0.0629 -0.0442 0.000
C 3.236972 8.573767 -1.770742 -0.1297 0.0019 0.0686 0.000
C 3.567573 10.064134 -1.835063 -0.0432 -0.0427 0.0280 0.000
N 2.291624 10.855187 -1.766660 0.0677 -0.0383 0.0752 0.000
C 1.624012 10.702519 -0.412437 0.0089 -0.0530 0.0162 0.000
C 2.029425 9.360674 0.188111 0.0533 -0.0632 -0.0574 0.000
C -2.259046 2.014899 1.057460 -0.1438 0.3837 0.0305 0.012
O -3.374699 2.115597 1.511030 -0.0112 -0.2165 -0.0027 0.002
O -1.639035 0.899418 0.818437 -0.4120 -0.0939 -0.0146 0.045
H 1.932778 3.809990 -1.458339 -0.0254 0.0453 0.0144 0.000
H -2.926224 4.411992 1.753561 0.0039 0.0126 0.0061 0.000
H -2.546669 7.408048 0.872292 0.0016 -0.0026 -0.0009 0.000
H -2.531985 5.810695 3.535793 -0.0075 0.0428 -0.0189 0.000
H -3.544720 7.278004 3.158306 0.0308 -0.0276 -0.0102 0.000
H -0.443575 7.084636 3.141018 -0.0559 0.0307 -0.0151 0.000
H -1.409760 8.601635 2.792772 0.0077 -0.0381 -0.0064 0.000
H -0.124848 7.834793 0.477277 0.0272 -0.0384 -0.0386 0.000
H 2.980064 8.220689 -2.766748 -0.0184 -0.0574 -0.0377 0.000
H 4.140753 8.050171 -1.456662 0.0449 -0.0199 0.0434 0.000
H 4.085554 10.301748 -2.759771 -0.0191 0.0434 -0.0481 0.000
H 4.183281 10.397737 -1.004333 0.0115 0.0275 0.0315 0.000
H 1.657479 10.526450 -2.494577 -0.0326 -0.0261 -0.0362 0.000
H 2.472306 11.840607 -1.958548 0.0014 0.0440 -0.0204 0.000
H 0.552072 10.762321 -0.578341 -0.0362 0.0273 -0.0310 0.000
H 1.935726 11.534508 0.214216 0.0350 0.0382 -0.0111 0.000
H 1.305957 9.092526 0.949393 -0.0095 -0.0181 0.0082 0.000
H 2.992768 9.440540 0.700660 0.0271 -0.0035 0.0072 0.000
C 1.908803 1.913936 2.245079 0.1325 -0.0179 0.0110 0.023
N 3.101698 2.412897 2.909350 0.0148 -0.0440 -0.0005 0.000
C 3.779466 1.287773 3.571563 -0.0203 0.0245 -0.1275 0.000
N 4.155982 0.252560 2.603036 -0.0331 0.0704 0.0026 0.000
C 2.963839 -0.228527 1.928633 0.0504 0.0085 -0.0063 0.024
N 2.208873 0.860654 1.235513 0.0271 -0.0817 -0.1284 -0.048
C 3.169132 1.459955 0.270515 0.0194 -0.0022 0.0391 0.017
N 4.383075 1.956011 0.896136 -0.0148 -0.0037 0.0653 0.000
C 4.000282 2.965044 1.894170 0.0093 -0.0872 0.0181 0.000
C 5.042439 0.847972 1.604239 -0.0836 0.0388 0.0006 -0.001
H 1.425240 2.745203 1.739216 -0.0233 0.0429 -0.0403 0.009
H 1.218514 1.509321 2.980939 -0.0120 0.0120 0.0059 -0.014
H 3.113846 0.859834 4.320386 -0.0209 -0.0208 0.0176 0.000
H 4.675108 1.652207 4.073847 0.0068 0.0047 -0.0112 0.000
H 2.306805 -0.720391 2.638169 -0.0584 -0.0231 0.0523 -0.003
H 3.275185 -0.966679 1.189041 -0.0208 0.0157 0.0056 0.002
H 2.673104 2.280981 -0.239932 -0.0282 -0.0234 -0.0088 0.017
H 3.445888 0.697587 -0.467001 0.0085 -0.0093 0.0144 -0.004
H 3.499215 3.794055 1.387499 -0.0150 0.0107 -0.0148 0.000
H 4.900945 3.342127 2.378782 0.0035 -0.0011 -0.0016 0.000
H 5.941308 1.221527 2.093070 0.0089 0.0127 0.0083 0.000
H 5.334912 0.084105 0.880964 -0.0025 -0.0089 -0.0106 0.000
```
Forces are in eV/Å.

Computed properties:
<S²>: 0.75
LUMO level (spin up / spin down): -7.71 / -7.80 eV
Total charge: +3
Energy above the lowest of the compared OMol25 structures with the same formula, charge and spin: 93.66 kJ/mol
Multiplicity: 2
Max |F|: 1.39 eV Å⁻¹
Gap between HOMO and LUMO (spin up / spin down): 6.3 / 6.2 eV